{
  "formula": "C51H78N3O3V",
  "method": "ωB97M-V/def2-TZVPD",
  "elements": ["V", "C", "C", "C", "C", "C", "C", "C", "C", "N", "C", "C", "N", "C", "C", "N", "C", "C", "C", "C", "C", "C", "C", "C", "C", "O", "C", "C", "C", "C", "C", "C", "C", "C", "C", "C", "C", "C", "C", "C", "C", "O", "C", "C", "C", "C", "C", "C", "C", "C", "C", "O", "C", "C", "C", "C", "C", "C", "H", "H", "H", "H", "H", "H", "H", "H", "H", "H", "H", "H", "H", "H", "H", "H", "H", "H", "H", "H", "H", "H", "H", "H", "H", "H", "H", "H", "H", "H", "H", "H", "H", "H", "H", "H", "H", "H", "H", "H", "H", "H", "H", "H", "H", "H", "H", "H", "H", "H", "H", "H", "H", "H", "H", "H", "H", "H", "H", "H", "H", "H", "H", "H", "H", "H", "H", "H", "H", "H", "H", "H", "H", "H", "H", "H", "H", "H"],
  "positions_angstrom": [[0.6738, 0.1488, 0.1214], [-3.8806, -5.5702, -0.7174], [-2.8958, -5.5607, -1.8967], [-3.6936, -5.4602, -3.1985], [-2.1098, -6.8810, -1.9310], [-1.9340, -4.4019, -1.6978], [-1.0813, -4.4114, -0.6039], [-0.2289, -3.3599, -0.3275], [0.8195, -3.5999, 0.7351], [1.4083, -2.4595, 1.4255], [0.7963, -2.2614, 2.7285], [1.4309, -1.1371, 3.5603], [1.7257, 0.0695, 2.7893], [3.1480, 0.3615, 2.6190], [3.7132, 0.4073, 1.1676], [3.0939, -0.4179, 0.1254], [3.4529, -1.8356, 0.2376], [2.8595, -2.5455, 1.4539], [3.5656, 0.0271, -1.1957], [3.2785, 1.4491, -1.6175], [4.0097, 1.9834, -2.6601], [3.7412, 3.2575, -3.1526], [2.8789, 4.0534, -2.4081], [2.1670, 3.5909, -1.3133], [2.2609, 2.2110, -1.0086], [1.4398, 1.5805, -0.1967], [1.2609, 4.5311, -0.5266], [1.6932, 5.9952, -0.6794], [-0.1736, 4.3689, -1.0437], [1.2830, 4.1858, 0.9669], [4.3381, 3.7042, -4.4775], [3.9321, 2.6559, -5.5282], [3.8019, 5.0654, -4.9324], [5.8669, 3.7880, -4.3906], [0.9710, 1.2144, 3.3164], [-0.5134, 0.9447, 3.4018], [-1.1482, 0.9279, 4.6301], [-2.4981, 0.6201, 4.7489], [-3.2110, 0.4475, 3.5683], [-2.6399, 0.4754, 2.3021], [-1.2375, 0.6372, 2.2271], [-0.5158, 0.4718, 1.1396], [-3.5759, 0.3579, 1.1009], [-4.6693, 1.4332, 1.2267], [-4.2273, -1.0331, 1.0788], [-2.8784, 0.5659, -0.2452], [-3.1879, 0.4247, 6.0914], [-2.2487, 0.6335, 7.2826], [-3.7075, -1.0198, 6.1450], [-4.3588, 1.4040, 6.2381], [-0.2140, -2.2357, -1.1705], [0.4599, -1.1704, -0.7705], [-0.9430, -2.2745, -2.3823], [-1.8154, -3.3373, -2.5827], [-0.6557, -1.2757, -3.5050], [-1.4612, -1.5868, -4.7715], [0.8343, -1.4348, -3.8541], [-0.9320, 0.1861, -3.1281], [-4.5956, -6.3811, -0.8326], [-4.4281, -4.6301, -0.6787], [-3.3637, -5.7047, 0.2296], [-4.3593, -6.3165, -3.2778], [-3.0323, -5.4700, -4.0618], [-4.3042, -4.5613, -3.2208], [-2.7856, -7.7091, -2.1319], [-1.6095, -7.0816, -0.9880], [-1.3586, -6.8508, -2.7177], [-1.0642, -5.2651, 0.0577], [1.6279, -4.1248, 0.2082], [0.4041, -4.3107, 1.4641], [0.8436, -3.1835, 3.3361], [-0.2566, -2.0225, 2.5495], [2.3279, -1.5115, 4.0731], [0.7104, -0.8963, 4.3475], [3.7406, -0.3550, 3.1984], [3.3720, 1.3464, 3.0515], [4.7867, 0.1592, 1.2387], [3.6428, 1.4414, 0.8272], [4.5503, -1.9486, 0.2651], [3.0838, -2.3476, -0.6554], [3.2503, -2.1004, 2.3592], [3.2059, -3.5916, 1.4424], [3.1203, -0.6451, -1.9378], [4.6590, -0.1121, -1.2571], [4.7754, 1.3779, -3.1182], [2.7454, 5.0785, -2.7025], [1.4498, 6.3855, -1.6639], [2.7605, 6.1103, -0.5053], [1.1656, 6.6027, 0.0516], [-0.2222, 4.5866, -2.1090], [-0.8300, 5.0579, -0.5158], [-0.5243, 3.3470, -0.8799], [2.3014, 4.1763, 1.3553], [0.8214, 3.2135, 1.1294], [0.7102, 4.9230, 1.5256], [2.8493, 2.5420, -5.5407], [4.3771, 1.6865, -5.3167], [4.2571, 2.9711, -6.5166], [2.7145, 5.0632, -4.9644], [4.1637, 5.2800, -5.9356], [4.1426, 5.8650, -4.2778], [6.3047, 2.8342, -4.1072], [6.1668, 4.5343, -3.6578], [6.2745, 4.0746, -5.3579], [1.1502, 2.0623, 2.6502], [1.3328, 1.4911, 4.3234], [-0.5620, 1.1532, 5.5074], [-4.2702, 0.2607, 3.6362], [-5.2846, 1.2877, 2.1093], [-5.3220, 1.3954, 0.3584], [-4.2239, 2.4232, 1.2833], [-4.7780, -1.2317, 1.9942], [-3.4732, -1.8089, 0.9545], [-4.9243, -1.0977, 0.2458], [-2.2943, 1.4867, -0.2550], [-3.6349, 0.6451, -1.0243], [-2.2352, -0.2827, -0.4861], [-1.4079, -0.0569, 7.2589], [-2.7996, 0.4495, 8.2023], [-1.8765, 1.6547, 7.3192], [-2.8888, -1.7263, 6.0186], [-4.4436, -1.2114, 5.3690], [-4.1762, -1.2112, 7.1058], [-4.0069, 2.4296, 6.1458], [-4.8146, 1.2843, 7.2183], [-5.1253, 1.2333, 5.4866], [-2.4200, -3.3463, -3.4678], [-1.2538, -2.5920, -5.1257], [-1.1783, -0.8932, -5.5588], [-2.5285, -1.4797, -4.5977], [1.0510, -2.4678, -4.1198], [1.4632, -1.1549, -3.0104], [1.0890, -0.8005, -4.7000], [-1.9813, 0.3196, -2.8807], [-0.7049, 0.8270, -3.9791], [-0.3210, 0.5181, -2.2829]],
  "forces_ev_per_a": [[4.948, -0.913, 1.634], [0.086, -0.003, -0.168], [-0.157, -0.176, 0.000], [0.159, 0.045, 0.229], [-0.086, 0.169, -0.005], [0.151, 0.006, -0.018], [-0.097, 0.126, -0.082], [0.196, 0.467, -0.028], [0.012, -0.087, -0.123], [0.072, 0.028, 0.309], [0.019, 0.078, 0.279], [-0.078, -0.486, -0.029], [-0.092, 0.090, -0.265], [0.275, -0.097, -0.065], [0.158, 0.386, 0.413], [-0.731, 0.087, 0.214], [-0.051, -0.522, 0.286], [0.145, 0.148, -0.346], [0.143, -0.046, -0.537], [-0.466, 0.187, 0.522], [-0.123, 0.239, 0.014], [0.001, -0.045, 0.157], [0.221, -0.132, -0.135], [-0.364, -0.617, 0.479], [2.035, 1.290, -2.267], [0.405, 3.097, 0.308], [-0.165, -0.042, 0.050], [-0.079, -0.222, -0.017], [0.118, -0.023, 0.044], [-0.098, -0.086, -0.101], [0.110, 0.033, -0.168], [0.052, 0.168, 0.083], [0.070, -0.247, 0.112], [-0.190, -0.013, 0.015], [-0.026, 0.239, 0.070], [-0.038, -0.176, -0.624], [-0.123, 0.091, -0.023], [0.073, 0.051, -0.065], [0.290, 0.009, 0.212], [0.587, 0.012, -0.521], [-1.548, 0.400, 3.267], [-3.480, 0.897, 1.361], [-0.123, -0.152, -0.164], [0.157, -0.133, 0.016], [0.083, 0.160, 0.028], [-0.021, -0.039, 0.106], [-0.083, -0.054, 0.128], [-0.110, -0.021, -0.217], [0.047, 0.119, 0.005], [0.141, -0.075, -0.054], [-1.912, -2.576, -0.701], [0.149, -2.781, -3.443], [0.339, 0.489, 0.335], [0.024, -0.176, 0.218], [0.164, 0.149, -0.109], [0.135, 0.055, 0.261], [-0.121, 0.044, 0.025], [0.017, -0.159, 0.071], [-0.099, -0.108, 0.004], [-0.085, 0.079, 0.042], [0.039, -0.007, 0.114], [-0.060, -0.064, -0.015], [0.030, 0.036, -0.158], [-0.085, 0.140, -0.072], [-0.066, -0.098, -0.009], [0.074, -0.039, 0.108], [0.080, -0.047, -0.080], [-0.008, -0.083, 0.115], [-0.093, 0.000, 0.143], [0.115, -0.011, -0.060], [-0.145, 0.077, -0.034], [-0.056, -0.078, 0.104], [-0.109, 0.152, -0.116], [0.156, -0.104, -0.019], [-0.128, 0.127, -0.014], [0.000, -0.147, -0.046], [-0.141, 0.110, -0.084], [0.112, -0.121, 0.000], [-0.151, 0.077, -0.109], [0.052, 0.088, -0.051], [0.021, -0.053, 0.080], [0.023, 0.177, 0.052], [0.116, -0.025, 0.135], [-0.173, -0.050, 0.011], [0.114, -0.170, -0.123], [-0.041, 0.149, -0.023], [0.038, 0.085, -0.122], [0.117, 0.047, 0.012], [-0.087, 0.067, 0.044], [-0.051, 0.014, -0.086], [-0.168, 0.022, 0.034], [-0.083, 0.030, -0.013], [0.085, -0.024, 0.065], [0.047, 0.171, 0.096], [-0.030, 0.090, 0.052], [-0.099, -0.041, -0.055], [0.021, -0.098, -0.007], [0.056, 0.014, -0.131], [-0.125, 0.076, -0.017], [0.059, 0.024, -0.062], [-0.032, 0.116, 0.068], [0.076, -0.112, 0.031], [0.058, 0.062, 0.072], [0.076, 0.015, -0.087], [0.063, -0.045, 0.145], [-0.056, 0.002, -0.195], [0.093, -0.040, 0.110], [-0.154, -0.017, -0.019], [-0.075, 0.008, 0.095], [-0.083, -0.003, -0.116], [0.030, 0.156, -0.006], [-0.065, -0.046, 0.112], [0.080, -0.113, -0.009], [-0.083, -0.033, -0.106], [0.008, 0.042, -0.084], [-0.045, -0.045, -0.071], [-0.030, 0.067, -0.085], [0.124, -0.040, 0.000], [-0.030, -0.005, 0.079], [0.109, 0.113, 0.024], [0.072, -0.081, -0.009], [-0.088, -0.034, -0.104], [-0.094, -0.037, 0.159], [-0.016, 0.116, 0.000], [-0.093, -0.002, 0.086], [-0.094, 0.010, -0.092], [-0.072, 0.024, -0.222], [-0.034, -0.145, -0.099], [0.040, 0.107, -0.067], [-0.168, -0.016, -0.030], [0.054, -0.083, -0.034], [0.044, -0.005, -0.025], [0.073, 0.100, -0.093], [-0.113, 0.087, 0.090], [0.062, 0.069, -0.023], [-0.128, 0.065, -0.178]],
  "mulliken_charge": [1.5740, -1.6254, 2.0878, -2.0971, -1.6872, -1.0191, -0.5626, -0.3258, -2.1234, 1.2165, -0.9558, -1.4918, 0.5631, -1.7975, -0.3407, 1.1246, -1.2075, -1.5878, -1.9467, -0.0202, -0.8119, -0.6180, 0.0631, -0.9491, 0.0360, 0.7162, 2.5065, -2.2314, -1.7523, -1.4964, 2.0501, -1.5733, -2.1468, -1.7130, -0.8135, -0.3510, -0.3075, -0.2056, -0.4803, -0.2850, 0.2384, 0.3022, 2.2630, -1.8766, -2.0534, -2.3879, 1.9291, -2.1031, -1.5967, -1.6831, 0.9239, 1.3203, -0.4421, -0.1479, 2.1460, -2.4677, -1.7878, -1.7488, 0.4555, 0.3111, 0.3364, 0.4411, 0.4078, 0.4088, 0.4725, 0.3372, 0.3486, 0.5341, 0.4980, 0.3938, 0.6710, 0.3246, 0.6069, 0.5554, 0.3640, 0.5075, 0.5424, 0.2552, 0.6039, 0.4407, 0.5505, 0.6373, 0.3955, 0.7275, 0.6534, 0.6124, 0.4134, 0.4148, 0.4671, 0.3909, 0.4801, 0.0842, 0.3463, -0.1771, 0.5690, 0.3496, 0.3533, 0.4413, 0.4374, 0.4396, 0.3963, 0.3123, 0.3702, 0.4762, -0.0721, 0.5267, 0.5978, 0.4144, 0.3674, 0.4708, 0.4171, 0.4343, 0.3095, 0.4821, 0.2884, 0.7187, 0.1781, 0.3881, 0.4486, 0.4005, 0.3276, 0.3315, 0.4759, 0.3751, 0.4839, 0.3001, 0.8582, 0.4976, 0.4776, 0.4270, 0.3312, 0.2558, 0.4979, 0.1432, 0.6470, 0.0001],
  "charge": 1,
  "spin_multiplicity": 2,
  "relative_energy_kcal_mol": 96.2,
  "e_lumo_ev": [-2.862, -2.421],
  "fmax_ev_per_a": 5.29,
  "s2": 0.756,
  "orbital_gap_ev": [7.7, 8.2]
}